(1)
The following is a quantum chemistry calculation of a structure of composition C36H37F3P2Pb, from OMol25.

```
79
Properties=species:S:1:pos:R:3
Pb 0.289 2.527 -0.837
C 3.108 0.775 6.050
C 3.039 -0.177 5.106
C 1.892 -1.098 4.827
C 0.466 -0.580 4.443
C -0.148 0.599 5.219
C 0.052 0.828 6.526
C 1.030 0.113 7.416
C 2.429 0.773 7.372
C -0.293 3.316 1.192
H 3.775 1.636 5.915
H 3.926 -0.380 4.484
H 1.711 -1.838 5.602
H 2.234 -1.691 3.979
H 0.481 -0.358 3.348
H -0.248 -1.426 4.637
H -0.939 1.176 4.694
H -0.596 1.528 7.077
H 1.087 -0.952 7.200
H 0.630 0.151 8.444
H 2.311 1.799 7.692
H 2.986 0.239 8.134
H 0.599 3.700 1.755
H -0.632 2.381 1.687
H -1.180 3.973 1.218
P 0.991 -0.378 -2.777
P -2.010 0.653 -2.557
C -0.336 -1.541 -2.370
C -1.620 -1.094 -2.363
C 1.690 -1.391 -4.183
C 1.613 -2.796 -4.253
C 2.026 -3.464 -5.413
C 2.567 -2.758 -6.492
C 2.740 -1.373 -6.387
C 2.292 -0.691 -5.255
C 2.112 -0.845 -1.375
C 1.665 -0.583 -0.058
C 2.589 -0.672 0.986
C 3.842 -1.247 0.746
C 4.252 -1.603 -0.548
C 3.391 -1.358 -1.621
C -3.394 0.357 -3.776
C -3.069 -0.280 -4.996
C -4.076 -0.617 -5.910
C -5.420 -0.337 -5.599
C -5.751 0.288 -4.384
C -4.738 0.635 -3.481
C -2.990 0.899 -0.999
C -3.262 2.233 -0.634
C -3.954 2.506 0.550
C -4.391 1.455 1.357
C -4.115 0.130 1.008
C -3.395 -0.146 -0.162
H -0.062 -2.557 -2.069
H -2.452 -1.789 -2.320
H 1.251 -3.383 -3.418
H 1.915 -4.558 -5.476
H 2.848 -3.277 -7.412
H 3.225 -0.810 -7.199
H 2.424 0.379 -5.170
H 0.614 -0.354 0.164
H 2.299 -0.282 1.968
H 4.514 -1.399 1.595
H 5.237 -2.047 -0.739
H 3.695 -1.611 -2.644
H -2.035 -0.523 -5.223
H -3.830 -1.104 -6.864
H -6.207 -0.604 -6.300
H -6.802 0.490 -4.136
H -5.002 1.098 -2.532
H -2.920 3.049 -1.278
H -4.142 3.547 0.818
H -4.929 1.681 2.278
H -4.452 -0.688 1.648
H -3.161 -1.185 -0.411
F 2.424 4.455 0.804
C 2.294 3.147 0.491
F 3.253 2.860 -0.468
F 2.739 2.469 1.661
```

Its net charge is +2. Its frontier orbital gap (spin up / spin down) is 3.5 / 4.0 eV. The value obtained for the LUMO energy (spin up / spin down) is -9.39 / -8.80 eV.

---

(2)
The following is a quantum chemistry calculation of a cluster of 7 separate species, C36H37F48N5O6P in total, from OMol25.

```
133
Properties=species:S:1:pos:R:3
C 0.845 1.106 -3.086
C 0.037 0.391 -2.061
N 0.540 -0.338 -0.844
C 0.712 -1.678 -0.660
N 1.277 -2.296 0.634
C 1.359 -3.793 0.429
P 2.026 -5.170 1.621
N 1.805 -6.622 0.911
N 0.807 -3.919 -0.985
N 0.400 -2.749 -1.660
C -0.136 -2.784 -3.061
C -1.066 -4.164 -3.233
H 0.534 0.918 -4.223
H 1.738 1.835 -2.853
H -1.140 0.354 -2.255
H 0.813 0.279 -0.019
H 1.231 -5.154 2.838
H 3.436 -4.949 1.971
H 2.751 -7.085 0.828
H 0.804 -4.911 -1.306
H 0.791 -2.931 -3.799
H -0.841 -1.903 -3.369
H -1.977 -3.865 -3.932
H -0.485 -5.025 -3.772
H -1.531 -4.494 -2.189
C -2.477 3.464 1.663
C -1.312 2.785 0.925
C 0.077 3.177 1.415
F 0.316 4.503 1.291
F 1.037 2.549 0.686
F -1.449 2.997 -0.412
F -1.456 1.433 1.100
O -3.035 4.621 1.036
C -2.340 5.844 1.279
C -1.692 6.426 0.017
F -0.834 5.551 -0.563
F -0.971 7.541 0.306
F -1.457 5.656 2.290
F -3.273 6.711 1.757
H -3.300 2.739 1.673
H -2.256 3.639 2.723
H 0.220 2.896 2.462
H -2.453 6.692 -0.725
C -1.822 -6.122 3.222
C -2.735 -5.549 2.128
C -3.674 -4.440 2.588
F -4.519 -4.845 3.564
F -4.457 -4.017 1.560
F -3.417 -6.568 1.539
F -1.922 -5.036 1.151
O -2.267 -7.326 3.852
C -3.208 -7.152 4.911
C -4.591 -7.728 4.584
F -5.111 -7.190 3.453
F -5.478 -7.467 5.580
F -3.247 -5.842 5.255
F -2.682 -7.802 5.984
H -0.886 -6.406 2.726
H -1.521 -5.365 3.957
H -3.114 -3.574 2.953
H -4.539 -8.813 4.447
C 6.528 -4.392 1.963
C 6.065 -4.210 3.417
C 6.469 -2.890 4.062
F 7.810 -2.721 4.104
F 6.038 -2.833 5.350
F 6.484 -5.275 4.154
F 4.695 -4.279 3.416
O 7.730 -5.142 1.771
C 8.942 -4.406 1.927
C 9.769 -4.862 3.136
F 9.064 -4.783 4.292
F 10.870 -4.081 3.299
F 8.654 -3.081 1.952
F 9.650 -4.610 0.784
H 5.754 -4.990 1.465
H 6.542 -3.447 1.406
H 6.030 -2.041 3.530
H 10.098 -5.899 3.014
C -2.550 -5.746 -8.471
C -1.545 -6.535 -9.325
C -0.468 -7.271 -8.537
F 0.293 -6.437 -7.793
F 0.385 -7.915 -9.377
F -1.003 -5.703 -10.255
F -2.261 -7.465 -10.034
O -2.290 -4.349 -8.317
C -1.354 -4.009 -7.295
C -0.059 -3.399 -7.847
F 0.552 -4.223 -8.734
F 0.838 -3.170 -6.851
F -1.137 -5.097 -6.516
F -1.985 -3.103 -6.500
H -3.507 -5.785 -9.005
H -2.755 -6.232 -7.509
H -0.908 -8.022 -7.875
H -0.260 -2.450 -8.353
C -8.134 9.080 1.569
C -8.597 9.262 3.023
C -8.193 10.583 3.667
F -6.852 10.751 3.710
F -8.623 10.639 4.956
F -8.178 8.198 3.759
F -9.966 9.193 3.022
O -6.932 8.331 1.377
C -5.719 9.067 1.533
C -4.893 8.611 2.742
F -5.597 8.690 3.898
F -3.792 9.391 2.905
F -6.008 10.391 1.558
F -5.012 8.863 0.390
H -8.907 8.483 1.071
H -8.120 10.025 1.012
H -8.632 11.432 3.136
H -4.563 7.574 2.619
C 3.043 5.374 -0.143
C 4.048 4.585 -0.997
C 5.125 3.849 -0.209
F 5.886 4.683 0.535
F 5.978 3.205 -1.049
F 4.590 5.417 -1.927
F 3.332 3.656 -1.706
O 3.303 6.771 0.011
C 4.239 7.111 1.033
C 5.534 7.721 0.481
F 6.145 6.897 -0.406
F 6.431 7.950 1.477
F 4.456 6.023 1.812
F 3.608 8.017 1.827
H 2.086 5.335 -0.677
H 2.838 4.888 0.819
H 4.685 3.098 0.453
H 5.333 8.670 -0.025
```

Its net charge is +1. Its frontier orbital gap is 8.3 eV. The value obtained for the LUMO energy is -4.02 eV.

---

(3)
The following is a quantum chemistry calculation of a cluster of 5 separate species, C36H37F7N3O3S in total, from OMol25.

```
87
Properties=species:S:1:pos:R:3
C -0.609 5.502 2.403
C -0.288 3.992 2.413
C -0.595 3.289 1.091
O 0.065 3.843 -0.043
C 1.465 3.746 -0.028
C 1.991 2.314 -0.012
C 2.098 1.620 1.170
C 2.544 0.301 1.137
C 2.652 -0.563 2.365
C 1.348 -1.398 2.484
C 0.629 -2.005 1.279
N 0.912 -1.581 3.659
N 2.880 -0.195 -0.042
N 2.845 0.398 -1.202
C 2.397 1.609 -1.183
S 2.322 2.401 -2.834
O 2.921 3.698 -2.835
O 3.008 1.531 -3.733
C 0.561 2.405 -3.434
F -0.287 2.903 -2.552
F 0.246 1.105 -3.600
F 0.471 2.961 -4.614
H -0.883 5.800 3.420
H 0.282 6.084 2.154
H -1.426 5.771 1.729
H -0.815 3.488 3.230
H 0.779 3.901 2.675
H -0.473 2.196 1.175
H -1.665 3.432 0.905
H 1.921 4.259 0.833
H 1.825 4.292 -0.902
H 1.838 2.090 2.112
H 3.476 -1.271 2.213
H 2.762 0.057 3.252
H 0.891 -3.053 1.103
H 0.755 -1.465 0.335
H -0.443 -1.980 1.497
H 0.071 -2.155 3.566
H 3.207 -1.160 -0.048
F 7.948 -0.500 -8.213
C 7.163 0.109 -7.307
C 7.694 1.117 -6.526
C 6.880 1.747 -5.595
C 5.555 1.356 -5.450
C 5.041 0.337 -6.241
C 5.847 -0.289 -7.181
H 8.730 1.402 -6.649
H 7.281 2.543 -4.981
H 4.923 1.844 -4.722
H 4.009 0.030 -6.125
H 5.462 -1.079 -7.812
F -4.374 4.272 -0.841
C -4.255 4.829 -2.065
C -5.039 5.916 -2.392
C -4.909 6.487 -3.650
C -4.006 5.960 -4.564
C -3.229 4.863 -4.220
C -3.350 4.295 -2.959
H -5.742 6.308 -1.668
H -5.512 7.344 -3.917
H -3.910 6.405 -5.546
H -2.528 4.448 -4.933
H -2.748 3.445 -2.667
F -1.092 -5.350 2.973
C -0.667 -5.597 4.236
C 0.685 -5.559 4.505
C 1.126 -5.805 5.797
C 0.209 -6.097 6.797
C -1.149 -6.137 6.506
C -1.594 -5.880 5.218
H 1.384 -5.337 3.707
H 2.184 -5.769 6.023
H 0.553 -6.294 7.804
H -1.863 -6.368 7.285
H -2.649 -5.897 4.974
F -4.866 -4.389 4.556
C -5.174 -5.166 3.495
C -4.271 -5.271 2.457
C -4.584 -6.074 1.369
C -5.797 -6.748 1.330
C -6.696 -6.626 2.382
C -6.383 -5.833 3.477
H -3.336 -4.732 2.504
H -3.882 -6.172 0.552
H -6.042 -7.370 0.479
H -7.642 -7.148 2.349
H -7.066 -5.732 4.310
```

Its net charge is +1. Its frontier orbital gap is 5.2 eV. The value obtained for the LUMO energy is -5.43 eV.

---

(4)
The following is a quantum chemistry calculation of a structure of composition C36H37HgNP2S, from OMol25.

```
78
Properties=species:S:1:pos:R:3
Hg 0.030 -0.032 6.009
C -2.082 -0.076 7.013
C -2.179 -0.404 5.629
C -2.644 0.542 4.575
C -1.504 1.306 3.859
C -0.377 1.725 4.751
C -0.515 2.222 6.078
C -1.819 2.463 6.767
C -2.337 1.280 7.615
C 2.082 0.265 6.008
H -2.018 -0.915 7.711
H -2.164 -1.463 5.393
H -3.372 1.254 4.989
H -3.199 -0.039 3.813
H -1.076 0.651 3.082
H -1.910 2.182 3.329
H 0.587 1.868 4.276
H 0.377 2.666 6.516
H -2.584 2.754 6.034
H -1.697 3.334 7.435
H -1.811 1.296 8.596
H -3.398 1.389 7.832
H 2.567 -0.184 6.873
H 2.324 1.325 5.949
H 2.416 -0.242 5.105
P 0.128 -2.533 -3.314
P 2.251 0.545 -3.581
C -0.240 -0.878 -3.934
C 0.499 0.269 -3.911
C -0.808 -3.665 -4.413
C -1.973 -3.291 -5.090
C -2.622 -4.202 -5.927
C -2.118 -5.494 -6.084
C -0.960 -5.876 -5.404
C -0.301 -4.969 -4.582
C -0.917 -2.508 -1.795
C -0.519 -1.655 -0.748
C -1.242 -1.609 0.440
C -2.359 -2.430 0.617
C -2.746 -3.294 -0.409
C -2.033 -3.331 -1.607
C 2.720 1.327 -5.186
C 2.719 0.508 -6.332
C 3.091 1.023 -7.570
C 3.495 2.355 -7.686
C 3.520 3.167 -6.551
C 3.133 2.659 -5.310
C 2.297 1.967 -2.425
C 3.394 2.049 -1.546
C 3.488 3.099 -0.639
C 2.484 4.068 -0.581
C 1.390 3.988 -1.444
C 1.299 2.944 -2.368
H -1.275 -0.784 -4.275
H -0.004 1.179 -4.259
H -2.371 -2.290 -4.964
H -3.521 -3.898 -6.461
H -2.625 -6.201 -6.739
H -0.560 -6.882 -5.529
H 0.619 -5.249 -4.074
H 0.364 -1.031 -0.867
H -0.927 -0.937 1.238
H -2.919 -2.400 1.550
H -3.612 -3.940 -0.278
H -2.351 -4.001 -2.403
H 2.430 -0.537 -6.247
H 3.076 0.379 -8.449
H 3.795 2.755 -8.653
H 3.838 4.205 -6.630
H 3.147 3.304 -4.435
H 4.157 1.275 -1.575
H 4.340 3.154 0.038
H 2.551 4.881 0.140
H 0.602 4.738 -1.397
H 0.451 2.887 -3.043
S 0.031 -0.008 8.319
C -0.001 0.000 10.026
N 0.000 0.000 11.112
```

The value obtained for the energy relative to the best compared isomer or geometry (same formula, charge and spin) is 384.7 kJ/mol. Its net charge is 0. Its frontier orbital gap is 7.2 eV. The value obtained for the LUMO energy is -0.39 eV.

---

(5)
The following is a quantum chemistry calculation of a structure of composition C36H37MgO4P2, from OMol25.

```
80
Properties=species:S:1:pos:R:3
Mg 0.226 0.303 -0.192
C -7.036 -2.082 2.265
C -6.599 -0.890 1.696
C -5.250 -0.695 1.448
C -4.308 -1.684 1.742
C -4.757 -2.872 2.310
C -6.111 -3.070 2.573
P -2.556 -1.262 1.353
C -1.639 -2.683 2.085
C -1.215 -3.792 1.361
C -0.521 -4.831 1.978
C -0.247 -4.776 3.337
C -0.657 -3.668 4.074
C -1.334 -2.631 3.449
C -2.435 -1.552 -0.463
C -3.307 -2.393 -1.163
C -3.171 -2.560 -2.539
C -2.155 -1.870 -3.202
C -1.298 -1.045 -2.475
C -1.395 -0.843 -1.080
H -8.088 -2.237 2.467
H -7.309 -0.108 1.452
H -4.914 0.239 1.010
H -4.049 -3.659 2.549
H -6.440 -4.004 3.013
H -1.434 -3.843 0.303
H -0.187 -5.676 1.388
H 0.288 -5.586 3.819
H -0.431 -3.606 5.132
H -1.624 -1.756 4.023
H -4.101 -2.920 -0.646
H -3.850 -3.209 -3.081
H -2.033 -1.975 -4.275
H -0.507 -0.531 -3.023
O 3.815 0.916 -1.813
C 2.818 0.233 -1.679
O 1.606 0.671 -1.498
C 2.915 -1.292 -1.769
P 1.908 -2.133 -0.461
C 3.065 -2.176 0.968
C 4.022 -1.183 1.178
C 4.774 -1.165 2.349
C 4.583 -2.131 3.326
C 3.624 -3.118 3.132
C 2.867 -3.135 1.968
C 1.944 -3.852 -1.080
C 2.959 -4.776 -0.844
C 2.892 -6.051 -1.394
C 1.819 -6.410 -2.203
C 0.814 -5.487 -2.465
C 0.876 -4.219 -1.902
H 3.954 -1.617 -1.772
H 2.445 -1.573 -2.715
H 4.197 -0.411 0.436
H 5.511 -0.384 2.492
H 5.175 -2.115 4.234
H 3.453 -3.870 3.894
H 2.091 -3.891 1.850
H 3.800 -4.504 -0.218
H 3.683 -6.764 -1.192
H 1.770 -7.404 -2.631
H -0.026 -5.752 -3.096
H 0.091 -3.496 -2.105
C 1.146 3.580 1.316
C -0.261 2.998 1.458
C -1.264 3.877 0.715
C -0.647 2.932 2.936
O -0.300 1.721 0.900
H 1.198 4.624 1.644
H 1.467 3.523 0.273
H 1.853 2.997 1.914
H -1.242 4.911 1.073
H -2.273 3.477 0.849
H -1.040 3.871 -0.354
H 0.167 2.513 3.535
H -1.519 2.283 3.048
H -0.889 3.921 3.341
O 0.653 -0.334 2.104
H 1.378 -0.066 2.676
H 0.175 0.538 1.914
```

The value obtained for the energy relative to the best compared isomer or geometry (same formula, charge and spin) is 0.0 kJ/mol. Its net charge is -1. Its frontier orbital gap is 7.8 eV. The value obtained for the LUMO energy is 2.61 eV.

---

Question: Among the records above, which one has the highest net charge?
Answer: C36H37F3P2Pb

---

Question: net charge of number 4 (C36H37HgNP2S)?
Answer: 0